Computed, not measured: CrH14O7 as an isolated structure at a distorted geometry, with ωB97M-V with the def2-TZVPD basis set.

Properties
Total charge = +3
Multiplicity = 4
<S²> = 3.76
E = -1578.46755 hartree
Kohn-Sham gap (spin up / spin down) = 9.644 / 10.887 eV
Relative energy (zero: lowest compared OMol25 entry of this formula, charge and spin) = 0.0 kJ/mol

Geometry (Å):
1 Cr -0.01766 0.00323 0.01391
2 O 0.43842 2.01154 -0.02745
3 H 1.16944 2.44532 0.46312
4 H -0.21008 2.71430 -0.23383
5 O 1.86286 -0.49404 -0.82896
6 H 2.49934 0.24216 -0.92631
7 H 2.22691 -1.23572 -1.35372
8 O 1.49485 0.23592 1.60055
9 H 2.38554 -0.16868 1.60255
10 H 1.30199 0.46141 2.53345
11 O -1.94807 0.71132 0.10689
12 H -2.40277 1.24285 -0.57802
13 H -2.62292 0.46173 0.76907
14 O -0.40710 0.45226 -2.00334
15 H -0.09157 1.22848 -2.50862
16 H -0.70139 -0.21359 -2.65494
17 O -0.86745 -0.91883 1.80689
18 H -0.42161 -1.76875 2.00315
19 H -1.46316 -0.77315 2.57187
20 O -0.58548 -1.88241 -0.65361
21 H -1.53841 -2.11383 -0.66191
22 H -0.10165 -2.64153 -1.04073

Atomic partial charges in e from the natural (NBO) method, atoms 1 to 8: Cr 1.572; O -0.888; H 0.568; H 0.556; O -0.907; H 0.550; H 0.564; O -0.950